{
  "formula": "C42H112B4F16N7O14",
  "method": "ωB97M-V with the def2-TZVPD basis set",
  "homo_energy_ha": [-0.2395, -0.4040],
  "orbital_gap_ha": [0.1052, 0.2685],
  "e_lumo_ev": [-3.66, -3.69],
  "spin_multiplicity": 2,
  "charge": 2,
  "species": ["C", "O", "C", "C", "N", "H", "H", "C", "C", "O", "C", "H", "H", "H", "H", "H", "H", "H", "H", "H", "H", "H", "H", "H", "H", "C", "O", "C", "C", "N", "H", "H", "C", "C", "O", "C", "H", "H", "H", "H", "H", "H", "H", "H", "H", "H", "H", "H", "H", "H", "C", "O", "C", "C", "N", "H", "H", "C", "C", "O", "C", "H", "H", "H", "H", "H", "H", "H", "H", "H", "H", "H", "H", "H", "H", "C", "O", "C", "C", "N", "H", "H", "C", "C", "O", "C", "H", "H", "H", "H", "H", "H", "H", "H", "H", "H", "H", "H", "H", "H", "C", "O", "C", "C", "N", "H", "H", "C", "C", "O", "C", "H", "H", "H", "H", "H", "H", "H", "H", "H", "H", "H", "H", "H", "H", "C", "O", "C", "C", "N", "H", "H", "C", "C", "O", "C", "H", "H", "H", "H", "H", "H", "H", "H", "H", "H", "H", "H", "H", "H", "C", "O", "C", "C", "N", "H", "H", "C", "C", "O", "C", "H", "H", "H", "H", "H", "H", "H", "H", "H", "H", "H", "H", "H", "H", "B", "F", "F", "F", "F", "B", "F", "F", "F", "F", "B", "F", "F", "F", "F", "B", "F", "F", "F", "F"],
  "xyz": [[4.03319, -6.65395, 1.43625], [4.66551, -7.61770, 2.20937], [3.85620, -8.39703, 3.04425], [4.79660, -9.56768, 3.35584], [5.35966, -10.21360, 2.11566], [4.65020, -10.07877, 1.40955], [6.12237, -9.60004, 1.86681], [5.98172, -11.64743, 2.29017], [7.23477, -11.51187, 3.09243], [7.07482, -10.90152, 4.30986], [6.48277, -11.85537, 5.14822], [3.73664, -5.76381, 1.99106], [3.17813, -6.99220, 0.85096], [4.75083, -6.34588, 0.67586], [3.01528, -8.81513, 2.49093], [3.45971, -7.80804, 3.87128], [4.16785, -10.26280, 3.91224], [5.53671, -9.28026, 4.10265], [6.25712, -12.06728, 1.32271], [5.30619, -12.37552, 2.73923], [7.92168, -10.88455, 2.52435], [7.77376, -12.45910, 3.11096], [7.21399, -12.66227, 5.19643], [5.52536, -12.24252, 4.79955], [6.33674, -11.47445, 6.15900], [15.69232, -4.97193, 3.59226], [15.81292, -3.84981, 4.48953], [15.55564, -2.53085, 3.96192], [14.06679, -2.40005, 3.87182], [13.42799, -2.86289, 5.24709], [13.98316, -3.64038, 5.57479], [13.56358, -2.12314, 5.92124], [11.93534, -3.34830, 5.25840], [11.82433, -4.63167, 4.44987], [12.82270, -5.54959, 4.97009], [12.74139, -6.84690, 4.41779], [15.43775, -5.87151, 4.15268], [16.59732, -5.15038, 3.01155], [14.78547, -4.89211, 2.99280], [16.06346, -2.28127, 3.03029], [15.99587, -1.86896, 4.70771], [13.58215, -3.03577, 3.13081], [13.68680, -1.38153, 3.79230], [11.41747, -2.49502, 4.82042], [11.58047, -3.51637, 6.27522], [11.76861, -4.45289, 3.37608], [10.81479, -5.00785, 4.61545], [13.69884, -7.36111, 4.33428], [12.38745, -6.81333, 3.38741], [12.19207, -7.49972, 5.09616], [14.63645, -10.79229, -0.23228], [15.54560, -10.01219, -1.04491], [14.93018, -9.67617, -2.33678], [15.06585, -10.83959, -3.36204], [16.53791, -11.13728, -3.73567], [17.06736, -10.94790, -2.89667], [16.75898, -12.11291, -3.87485], [17.04200, -10.17118, -4.87681], [18.60798, -10.18848, -4.95879], [19.11192, -10.08220, -3.60538], [20.52260, -10.20707, -3.57797], [13.94513, -10.10768, 0.25912], [15.25337, -11.20160, 0.56770], [14.06012, -11.57042, -0.73274], [15.41347, -8.82023, -2.80784], [13.91898, -9.33474, -2.11540], [14.60873, -10.59174, -4.32001], [14.63010, -11.76117, -2.97616], [16.67556, -9.16816, -4.65827], [16.53160, -10.46368, -5.79444], [19.09993, -9.46500, -5.60892], [18.83568, -11.23701, -5.15070], [20.71655, -10.50783, -2.54839], [20.99408, -9.25590, -3.82512], [20.82689, -11.10744, -4.11167], [13.02654, -6.69216, 0.39340], [11.85117, -6.07287, 0.85664], [10.97188, -5.68004, -0.16436], [9.74683, -4.96610, 0.35355], [9.16946, -5.88966, 1.46436], [8.83741, -6.69009, 0.94554], [9.95089, -6.31998, 1.93795], [8.16612, -5.30468, 2.47822], [7.69947, -6.32940, 3.50609], [8.91516, -6.98180, 3.98027], [8.71051, -8.24010, 4.59202], [13.72233, -7.02270, 1.16458], [13.61728, -5.99817, -0.20451], [12.97222, -7.55860, -0.26572], [10.71301, -6.59312, -0.70042], [11.54567, -4.95859, -0.74607], [8.92759, -4.80035, -0.34609], [9.96902, -4.01474, 0.83692], [7.38561, -4.97156, 1.79416], [8.60863, -4.39469, 2.88345], [6.93841, -6.97937, 3.07431], [7.20859, -5.89793, 4.37843], [8.08828, -7.93046, 5.43170], [9.63036, -8.68297, 4.97390], [8.21795, -9.05881, 4.06743], [-0.13137, -7.03935, 2.96737], [-0.10797, -6.55352, 4.31591], [0.01207, -7.59917, 5.33780], [-0.01593, -6.86660, 6.75641], [1.06044, -5.76790, 6.83526], [0.82880, -5.10808, 6.10650], [0.91801, -5.17583, 7.64103], [2.50639, -6.29901, 6.95654], [3.48952, -5.12856, 6.77976], [3.24759, -4.45017, 5.52560], [4.19916, -3.38437, 5.24916], [0.00309, -6.13204, 2.37846], [-1.05285, -7.53408, 2.66042], [0.81063, -7.54975, 2.76680], [0.85976, -8.26695, 5.18420], [-0.91104, -8.17041, 5.23956], [0.21686, -7.53169, 7.58802], [-0.93441, -6.31873, 6.96695], [2.58639, -6.99192, 6.11893], [2.76003, -6.85138, 7.86134], [4.50880, -5.51471, 6.78785], [3.35087, -4.42045, 7.59673], [3.89451, -2.65219, 4.50136], [5.12033, -3.83872, 4.88432], [4.40516, -2.83881, 6.17005], [10.77784, -8.10210, 7.88652], [10.24817, -6.94341, 8.37548], [10.88212, -5.77967, 7.88328], [10.75674, -4.65449, 8.95448], [9.26548, -4.67140, 9.19799], [8.87043, -4.59453, 8.27164], [8.85525, -5.57934, 9.36372], [8.80722, -3.60034, 10.19533], [7.24946, -3.65174, 10.28800], [6.82748, -4.99727, 10.41492], [5.42022, -5.03344, 10.71233], [10.06379, -8.91803, 7.99833], [11.72525, -8.53629, 8.20588], [10.93127, -8.04886, 6.80868], [10.48601, -5.57152, 6.88937], [11.96464, -5.90431, 7.91003], [11.09321, -3.71704, 8.51170], [11.31739, -4.78185, 9.88052], [9.33364, -2.67120, 9.97697], [9.17883, -3.87739, 11.18187], [6.81776, -3.19258, 9.39868], [6.92596, -3.09075, 11.16478], [5.18041, -4.28482, 11.46742], [5.13833, -6.00612, 11.11547], [4.90913, -4.82538, 9.77234], [9.34139, -5.83793, 14.16691], [9.11578, -6.71932, 13.13920], [8.76423, -7.92996, 13.70042], [8.53586, -8.99143, 12.61494], [7.60086, -8.50461, 11.52589], [6.74150, -8.43469, 12.05192], [7.71303, -7.52119, 11.32489], [7.48845, -9.47873, 10.39924], [6.63486, -8.98442, 9.26613], [7.30354, -7.85458, 8.55123], [6.42962, -7.12202, 7.64234], [10.32263, -5.87455, 14.64011], [8.59250, -5.58757, 14.91829], [9.45846, -4.90986, 13.60738], [7.90644, -7.87131, 14.37038], [9.52773, -8.42386, 14.30145], [8.08777, -9.91913, 12.97086], [9.52613, -9.23245, 12.22844], [6.95790, -10.27550, 10.92056], [8.48913, -9.72279, 10.04264], [5.68952, -8.57256, 9.61941], [6.36522, -9.76066, 8.55000], [6.31071, -7.80348, 6.79999], [6.85955, -6.18496, 7.28852], [5.53440, -6.86024, 8.20640], [12.64204, -1.80486, 0.63826], [11.84646, -2.28091, 1.60055], [11.92733, -1.81225, -0.55009], [12.79713, -0.46003, 0.95089], [13.89614, -2.45773, 0.56524], [8.63507, -2.98095, 6.35295], [8.79369, -2.62723, 5.04322], [7.41310, -2.43083, 6.79793], [8.56008, -4.34027, 6.42155], [9.59838, -2.58755, 7.11821], [6.89063, -2.49383, -1.20663], [8.18833, -2.39027, -1.54113], [6.13138, -2.52506, -2.36067], [6.62514, -3.58874, -0.46959], [6.48671, -1.40206, -0.52510], [8.17552, -8.69822, 0.48463], [7.77038, -7.55261, -0.18995], [8.00949, -8.59018, 1.85955], [7.45222, -9.84207, 0.09663], [9.47487, -8.94537, 0.20700]],
  "forces_ev_per_a": [[0.00, 1.35, -1.34], [0.14, -0.38, 0.20], [1.25, -0.53, -1.53], [-1.62, -0.09, 2.21], [0.21, -0.49, 1.82], [-0.07, -0.56, -0.68], [0.84, 0.35, -0.77], [-0.63, 0.36, -0.43], [1.60, 0.91, -2.06], [-0.59, -0.10, 0.91], [0.42, -0.54, 1.32], [-0.02, -0.01, 0.30], [-0.28, -0.53, 0.27], [0.13, 0.18, 0.14], [-0.46, 0.13, -0.25], [0.19, -0.31, 0.54], [0.14, -0.64, -0.26], [0.47, 0.02, -0.83], [-0.18, 0.55, -0.23], [-0.60, 0.64, -0.02], [-0.03, 0.26, -0.14], [-0.28, -0.46, 0.41], [-0.31, -0.49, 0.35], [-0.06, 0.06, -0.13], [0.07, 0.28, -0.14], [-0.74, 0.26, 0.30], [0.48, -0.46, -0.37], [0.17, -0.96, 0.74], [-1.91, 0.17, 1.05], [-0.45, -0.51, -0.44], [0.54, -0.55, -0.04], [-0.17, 0.34, 0.17], [1.45, 0.76, -1.08], [-0.51, -0.06, 0.73], [-0.25, 0.96, -0.69], [0.17, -0.43, -0.19], [0.57, 0.16, 0.58], [-0.10, 0.27, -0.11], [0.24, 0.43, -0.66], [-0.26, -0.36, -0.28], [-0.17, 0.11, 0.11], [0.24, 0.28, -0.18], [0.20, -0.03, -0.60], [-0.50, -0.41, -0.06], [0.53, 0.28, 0.02], [1.15, -0.08, -0.32], [-0.22, -0.29, 0.49], [0.55, 0.60, 0.27], [-0.59, -0.11, 0.11], [-0.67, 0.02, -0.33], [0.60, 0.94, 0.67], [-0.79, -0.40, -1.96], [1.10, -0.60, 0.73], [-0.10, -0.18, -0.01], [-0.31, 2.23, -0.01], [0.67, 0.63, 0.54], [-0.37, -0.42, -0.77], [0.69, 0.00, 0.56], [-0.88, -1.62, 2.17], [-1.23, 0.65, -0.89], [-0.36, -0.70, 1.29], [-0.28, 0.05, -0.13], [-0.05, -0.27, -0.21], [0.28, -0.03, -0.30], [0.42, 0.19, 0.60], [-0.34, -0.52, -0.58], [-0.31, 0.01, 0.21], [0.11, 0.01, -0.09], [-0.03, -0.17, 0.49], [0.32, -0.32, 0.02], [-0.49, -0.09, -0.28], [0.40, 0.04, -1.25], [0.35, 0.57, 0.15], [0.28, -0.34, -0.26], [0.30, 0.38, -0.75], [1.14, 0.54, -0.74], [0.40, -0.99, 1.79], [0.38, 0.43, -0.97], [-0.58, -0.23, 1.94], [0.51, 0.49, 0.33], [-1.13, 0.03, -0.13], [0.55, 0.26, 0.67], [0.26, 0.11, -1.69], [1.08, -0.28, 0.21], [-0.15, -0.25, -1.53], [-0.74, 0.57, 1.15], [-0.57, 0.28, 0.71], [-0.01, 0.49, -0.05], [-1.15, -0.34, -0.07], [-0.23, 0.14, -0.53], [-0.40, 0.01, -0.74], [0.29, -0.02, -0.33], [0.24, 0.05, -0.14], [-0.48, 0.11, 0.38], [0.20, -0.23, 0.22], [0.53, -0.50, -0.17], [0.10, 0.68, 0.04], [-0.19, -0.91, 0.71], [0.30, 0.54, -0.09], [-0.06, 0.72, -0.61], [0.96, 1.36, 0.11], [0.45, -1.05, 1.40], [-1.40, 2.16, -0.03], [1.04, 0.06, -0.85], [0.14, -1.29, 1.15], [1.00, 0.06, -1.32], [-0.36, -0.11, 0.82], [0.12, 1.19, -2.25], [-0.44, 0.50, -1.34], [-0.44, -0.26, 0.50], [0.51, -0.50, 0.63], [-0.46, 0.04, -0.11], [0.16, -0.30, 0.30], [-0.27, -0.82, -0.02], [0.25, 0.21, 0.05], [0.07, -0.40, 0.47], [-0.23, -0.22, -0.20], [-0.20, -0.41, -0.36], [0.19, 0.04, 0.00], [-0.87, 0.23, 0.36], [0.06, -0.06, 0.21], [0.18, 0.13, 0.26], [-0.72, -0.51, 0.00], [0.16, 0.04, 0.11], [0.12, 0.04, 0.04], [-0.10, -2.31, -1.95], [0.02, 1.07, 1.25], [1.76, 0.13, 1.64], [-1.43, -1.35, -1.31], [0.54, 2.11, 0.90], [-0.52, 1.40, -1.05], [0.46, -0.92, 1.25], [-0.86, -1.59, 0.13], [0.97, 0.59, -0.43], [0.15, -0.07, 0.46], [0.61, 0.09, -0.25], [-0.31, 0.17, 0.25], [0.39, 0.85, 1.06], [-0.18, 0.26, -0.37], [0.12, 0.51, 0.10], [0.24, -0.46, -0.87], [-0.65, 0.13, 0.06], [-0.24, -0.60, -0.07], [-0.75, 0.12, -0.56], [0.21, -0.51, -0.10], [-0.12, 0.07, -0.18], [0.11, 0.22, 0.05], [-0.11, 0.12, -0.03], [0.21, -0.15, -0.22], [-0.47, 0.03, 0.08], [1.45, 3.89, -0.32], [-0.50, -1.35, 0.08], [-0.89, -2.71, -0.18], [0.52, 0.72, -0.35], [1.60, -0.06, 0.61], [-2.20, -0.43, 0.31], [0.87, 0.47, -0.81], [-0.29, 0.81, -0.11], [-0.02, 2.43, -1.26], [-0.10, -0.40, 0.66], [0.68, -1.30, 1.15], [0.07, -0.99, 0.26], [-0.54, -0.96, -0.13], [-0.13, 0.56, 0.22], [-0.35, 0.38, -0.12], [0.60, 0.49, 0.28], [-0.03, 0.16, 0.34], [-0.23, 0.03, -0.59], [0.11, -0.72, -0.44], [-0.09, -0.21, 0.31], [-0.20, -0.17, 0.42], [0.32, -0.36, -0.03], [-0.78, 0.27, -0.26], [0.60, -0.16, 0.21], [-0.43, -0.23, -0.31], [0.24, 2.27, -2.04], [-1.46, -2.50, 2.80], [0.27, -1.02, -0.89], [1.19, 1.07, 0.50], [-0.05, -0.41, 0.22], [-3.85, 1.14, -2.51], [0.58, 0.22, -1.25], [-0.49, -0.16, 0.54], [-0.36, -3.24, 0.48], [3.98, 1.67, 3.11], [-0.98, 1.44, -1.61], [2.61, -0.38, -0.27], [-0.87, -0.57, -1.52], [-0.17, -3.14, 1.96], [-0.55, 2.12, 1.80], [-0.34, -1.12, -1.17], [-0.50, 0.15, 0.17], [-0.58, 0.30, 0.99], [-1.01, -0.26, -0.08], [1.93, 0.04, -0.14]]
}